This record from the OMol25 dataset describes the molecule C5H10S3 at a distorted geometry. The level of theory is wB97M-V/def2-TZVPD.

## Properties
SMILES string: C[C@@H](S)[C@]1(S)S[C@@H]1C
Molar mass (g mol⁻¹): 166.34
Total energy (Eh): -1391.0098
Total charge: 0
Energy above the lowest of the compared OMol25 structures with the same formula, charge and spin (kJ/mol): 160.8
Highest occupied orbital energy (eV): -8.9
LUMO (eV): 0.70

Positions of all 18 atoms, in Å:
C (-0.40, -0.82, -1.33)
C (0.11, 0.51, -1.12)
C (-1.17, -1.78, -0.42)
C (0.58, 0.88, 1.38)
C (-0.35, 1.37, 0.22)
S (-1.14, 0.63, -2.34)
S (1.82, 0.62, -1.66)
S (-0.37, 3.21, 0.00)
H (0.40, -1.27, -1.89)
H (-1.65, -1.07, 0.28)
H (-0.55, -2.58, 0.13)
H (-1.89, -2.34, -1.03)
H (0.25, -0.07, 1.69)
H (0.54, 1.60, 2.19)
H (1.50, 0.79, 0.84)
H (-1.42, 1.21, 0.45)
H (1.77, 1.69, -2.36)
H (0.69, 3.47, 0.81)

The net atomic charges from Löwdin, expressed in e, are: -0.544, -1.160, -0.074, -0.116, -0.703, 0.845, 0.817, 0.704, 0.053, 0.071, 0.108, 0.073, 0.055, 0.070, 0.018, 0.072, -0.159, -0.129



This record from the OMol25 dataset describes a structure of composition C30H29BrN7O4PtS at a distorted geometry. The level of theory is wB97M-V/def2-TZVPD.

## Properties
Multiplicity: 5
Molar mass (g mol⁻¹): 858.66
Total energy (Eh): -4935.3084
Total charge: +3
Energy above the lowest of the compared OMol25 structures with the same formula, charge and spin (kJ/mol): 81.0
Highest occupied orbital energy (spin up / spin down) (eV): -14.1 / -15.1
LUMO (spin up / spin down) (eV): -8.28 / -12.11

Positions of all 73 atoms, in Å:
Pt (0.72, 0.68, 0.36)
C (-0.03, -4.08, -0.99)
O (1.21, -3.36, -1.12)
C (1.33, -2.21, -0.50)
O (0.45, -1.66, 0.16)
N (2.57, -1.68, -0.69)
N (2.90, -0.46, -0.10)
H (0.05, -4.78, -0.16)
H (-0.16, -4.62, -1.92)
H (-0.86, -3.39, -0.82)
H (3.27, -2.23, -1.17)
H (3.45, 0.10, -0.74)
H (3.44, -0.60, 0.75)
Br (-4.36, -5.04, -7.25)
C (-4.20, -3.24, -6.72)
C (-4.03, -2.25, -7.69)
C (-3.95, -0.94, -7.31)
C (-3.98, -0.60, -5.94)
C (-4.16, -1.61, -4.97)
C (-4.28, -2.92, -5.36)
N (-3.97, 0.73, -5.61)
N (-3.86, 1.25, -4.53)
C (-3.23, 1.22, -3.36)
C (-3.92, 1.69, -2.22)
C (-3.36, 1.66, -0.97)
C (-2.01, 1.25, -0.77)
O (-1.47, 1.21, 0.37)
C (-1.25, 0.92, -1.96)
N (0.08, 0.71, -1.79)
C (0.85, 0.50, -2.83)
C (0.35, 0.45, -4.14)
C (-0.99, 0.63, -4.34)
C (-1.83, 0.89, -3.24)
H (-4.00, -2.52, -8.74)
H (-3.85, -0.15, -8.04)
H (-4.23, -1.34, -3.93)
H (-4.45, -3.70, -4.63)
H (-4.94, 2.02, -2.34)
H (-3.93, 1.95, -0.11)
H (1.91, 0.37, -2.64)
H (1.02, 0.29, -4.97)
H (-1.39, 0.62, -5.35)
S (1.04, -0.98, 6.82)
C (1.10, -0.37, 5.20)
C (-0.12, -0.32, 4.50)
C (-0.11, 0.09, 3.18)
N (1.00, 0.47, 2.55)
C (2.16, 0.47, 3.22)
C (2.26, 0.05, 4.54)
C (2.71, -0.95, 7.43)
C (3.34, 0.24, 7.77)
C (4.59, 0.14, 8.38)
N (5.14, -1.04, 8.63)
C (4.54, -2.17, 8.31)
C (3.29, -2.18, 7.69)
H (-1.04, -0.60, 4.98)
H (-1.04, 0.12, 2.61)
H (3.04, 0.83, 2.70)
H (3.22, 0.05, 5.03)
H (2.89, 1.21, 7.60)
H (5.14, 1.02, 8.69)
H (5.06, -3.09, 8.55)
H (2.80, -3.11, 7.45)
C (0.02, 4.02, 1.17)
C (1.03, 3.88, 0.09)
C (1.48, 5.12, -0.61)
O (1.50, 2.79, -0.24)
H (-0.95, 4.28, 0.74)
H (0.29, 4.84, 1.84)
H (-0.09, 3.09, 1.73)
H (2.17, 5.65, 0.05)
H (0.64, 5.79, -0.79)
H (2.00, 4.89, -1.53)

The net atomic charges from Löwdin, expressed in e, are: 1.240, 0.018, 0.019, -0.575, -0.018, 0.032, 0.018, 0.108, 0.106, 0.093, 0.176, 0.115, 0.102, 0.852, -0.655, -0.088, 0.023, -0.251, 0.006, -0.102, 0.167, 0.155, -0.195, 0.035, 0.027, -0.333, -0.125, -0.133, 0.007, -0.093, 0.004, 0.044, -0.060, 0.119, 0.133, 0.119, 0.112, 0.138, 0.132, 0.112, 0.127, 0.125, 1.329, -0.442, -0.016, -0.072, -0.042, -0.078, 0.000, -0.492, -0.053, -0.078, 0.114, -0.075, -0.045, 0.133, 0.123, 0.128, 0.125, 0.125, 0.133, 0.134, 0.121, -0.001, -0.442, 0.014, -0.067, 0.112, 0.108, 0.053, 0.114, 0.105, 0.097



This record from the OMol25 dataset describes the molecule C3H5N5 at a distorted geometry. The level of theory is wB97M-V/def2-TZVPD.

## Properties
SMILES string: Cc1nnc(N)nn1
Molar mass (g mol⁻¹): 111.11
Total energy (Eh): -391.0325
Total charge: 0
Energy above the lowest of the compared OMol25 structures with the same formula, charge and spin (kJ/mol): 225.5
Highest occupied orbital energy (eV): -9.2
LUMO (eV): -0.54

Positions of all 13 atoms, in Å:
C (-2.73, 0.01, -0.09)
C (-1.26, 0.00, 0.07)
C (1.30, -0.03, 0.08)
H (-3.19, -0.32, 0.87)
H (-3.01, -0.79, -0.79)
H (-3.11, 0.97, -0.43)
H (3.06, 0.88, -0.43)
H (3.12, -0.91, -0.12)
N (-0.65, -1.14, 0.01)
N (0.68, -1.23, 0.00)
N (2.65, 0.01, 0.00)
N (0.69, 1.19, -0.05)
N (-0.62, 1.21, 0.10)

The net atomic charges from Löwdin, expressed in e, are: -0.047, -0.428, -0.459, 0.089, 0.082, 0.074, 0.125, 0.123, 0.067, 0.095, 0.103, 0.080, 0.095



This record from the OMol25 dataset describes a structure of composition C4H3O2Sm at a distorted geometry. The level of theory is wB97M-V/def2-TZVPD.

## Properties
Multiplicity: 7
Molar mass (g mol⁻¹): 233.43
Total energy (Eh): -962.1291
Total charge: +1
Energy above the lowest of the compared OMol25 structures with the same formula, charge and spin (kJ/mol): 319.9
Highest occupied orbital energy (spin up / spin down) (eV): -9.7 / -9.1
LUMO (spin up / spin down) (eV): -6.43 / -6.05

Positions of all 10 atoms, in Å:
C (1.26, 2.02, -0.56)
C (0.48, 1.09, -0.43)
C (-0.53, 0.11, -0.30)
C (-0.32, -0.96, 0.46)
H (-2.09, -1.30, -0.13)
H (0.58, -1.54, 0.70)
O (2.23, 2.90, -0.62)
H (1.93, 3.72, -1.05)
O (-1.47, -1.84, 0.50)
Sm (-2.08, -4.19, 1.42)

The net atomic charges from Löwdin, expressed in e, are: -0.149, -0.085, -0.086, -0.289, 0.108, 0.096, 0.078, 0.127, -0.377, 1.578



This record from the OMol25 dataset describes a structure of composition C28H43Cl2GeNO3V at a distorted geometry. The level of theory is wB97M-V/def2-TZVPD.

## Properties
Multiplicity: 4
Molar mass (g mol⁻¹): 636.12
Total energy (Eh): -5314.4702
Total charge: 0
Energy above the lowest of the compared OMol25 structures with the same formula, charge and spin (kJ/mol): 302.5
Highest occupied orbital energy (spin up / spin down) (eV): -7.6 / -7.9
LUMO (spin up / spin down) (eV): 0.33 / -2.21

Positions of all 79 atoms, in Å:
V (0.68, -0.71, 0.43)
C (2.20, 1.26, -4.66)
C (2.48, 1.26, -3.15)
C (3.81, 1.96, -2.87)
C (2.40, -0.14, -2.57)
C (3.29, -0.59, -1.58)
C (3.18, -1.86, -1.03)
C (2.18, -2.74, -1.45)
C (2.12, -4.14, -0.90)
C (1.30, -2.30, -2.43)
C (1.41, -1.03, -2.97)
H (2.34, 2.27, -5.06)
H (1.18, 0.96, -4.89)
H (2.89, 0.59, -5.18)
H (1.69, 1.85, -2.66)
H (4.65, 1.35, -3.23)
H (3.94, 2.17, -1.81)
H (3.84, 2.91, -3.40)
H (4.09, 0.06, -1.25)
H (3.91, -2.19, -0.30)
H (1.94, -4.12, 0.18)
H (3.06, -4.66, -1.07)
H (1.32, -4.71, -1.37)
H (0.52, -2.97, -2.79)
H (0.70, -0.73, -3.74)
C (4.76, 0.75, 1.91)
C (3.25, 0.66, 2.06)
C (2.78, 1.31, 3.36)
O (2.81, -0.71, 1.97)
C (2.55, 1.43, 0.92)
O (2.96, 2.51, 0.56)
O (1.50, 0.82, 0.46)
H (5.26, 0.44, 2.83)
H (5.05, 1.77, 1.67)
H (5.09, 0.09, 1.10)
H (3.30, 0.88, 4.22)
H (1.70, 1.16, 3.49)
H (2.98, 2.38, 3.33)
H (2.99, -1.14, 2.81)
C (-4.10, 4.07, -2.00)
C (-3.34, 3.15, -1.04)
C (-1.85, 3.09, -1.34)
C (-1.06, 2.23, -0.36)
Ge (-1.33, 0.25, -0.63)
C (-3.13, -0.52, -0.21)
C (-3.49, -0.64, 1.27)
C (-3.71, 0.71, 1.96)
C (-5.08, 1.31, 1.64)
H (-5.16, 4.08, -1.77)
H (-3.97, 3.74, -3.03)
H (-3.72, 5.09, -1.93)
H (-3.76, 2.14, -1.10)
H (-3.49, 3.50, -0.01)
H (-1.43, 4.11, -1.31)
H (-1.70, 2.72, -2.36)
H (-1.30, 2.50, 0.67)
H (0.01, 2.40, -0.49)
H (-1.32, 0.12, -2.19)
H (-3.11, -1.51, -0.67)
H (-3.87, 0.06, -0.75)
H (-2.69, -1.17, 1.79)
H (-4.39, -1.25, 1.38)
H (-2.93, 1.40, 1.63)
H (-3.62, 0.59, 3.04)
H (-5.23, 1.43, 0.57)
H (-5.19, 2.30, 2.11)
H (-5.88, 0.67, 2.03)
Cl (-1.55, -4.50, -0.24)
C (-1.53, -4.03, 1.42)
C (-2.22, -4.77, 2.36)
C (-2.24, -4.36, 3.69)
C (-1.58, -3.19, 4.07)
C (-0.90, -2.47, 3.12)
Cl (-0.11, -0.98, 3.51)
C (-0.83, -2.85, 1.75)
N (-0.14, -2.09, 0.87)
H (-2.74, -5.66, 2.06)
H (-2.78, -4.94, 4.43)
H (-1.61, -2.85, 5.09)

The net atomic charges from Löwdin, expressed in e, are: 0.641, -0.071, -0.366, -0.071, -0.200, -0.044, -0.059, -0.304, -0.053, -0.051, -0.062, 0.075, 0.065, 0.090, 0.138, 0.090, 0.059, 0.079, 0.104, 0.117, 0.075, 0.082, 0.057, 0.115, 0.099, -0.001, -0.505, -0.006, -0.054, -0.546, 0.103, -0.211, 0.088, 0.093, 0.084, 0.093, 0.060, 0.102, 0.107, -0.107, -0.285, -0.289, -0.327, 0.995, -0.328, -0.277, -0.261, -0.110, 0.068, 0.073, 0.073, 0.076, 0.111, 0.117, 0.100, 0.063, 0.039, -0.019, 0.051, 0.048, 0.065, 0.115, 0.074, 0.106, 0.055, 0.071, 0.073, 0.700, -0.605, -0.113, -0.089, -0.111, -0.597, 0.757, -0.459, -0.179, 0.104, 0.104, 0.105



This record from the OMol25 dataset describes a cluster of 2 separate species, C4H14NOS in total at a distorted geometry. The level of theory is wB97M-V/def2-TZVPD.

## Properties
Multiplicity: 2
Molar mass (g mol⁻¹): 124.23
Total energy (Eh): -688.1881
Total charge: +2
Energy above the lowest of the compared OMol25 structures with the same formula, charge and spin (kJ/mol): 254.6
Highest occupied orbital energy (spin up / spin down) (eV): -17.8 / -17.8
LUMO (spin up / spin down) (eV): -8.26 / -13.90

Positions of all 21 atoms, in Å:
C (1.71, 1.24, 1.98)
C (0.42, 0.59, 1.43)
C (-0.42, 1.63, 0.66)
C (-1.71, 1.23, -0.06)
S (-1.86, -0.29, -1.02)
N (0.91, -0.41, 0.30)
H (1.36, 2.03, 2.65)
H (2.45, 1.48, 1.19)
H (2.25, 0.49, 2.57)
H (-0.08, -0.02, 2.20)
H (-0.56, 2.42, 1.48)
H (0.44, 2.23, 0.09)
H (-1.94, 2.09, -0.77)
H (-2.43, 1.27, 0.80)
H (-1.92, -1.23, -0.01)
H (1.70, 0.10, -0.16)
H (-0.04, -0.40, -0.29)
H (1.01, -1.41, 0.57)
H (1.39, -2.57, -2.29)
H (2.13, -3.78, -2.39)
O (2.20, -2.92, -1.95)

The net atomic charges from Löwdin, expressed in e, are: -0.019, -0.320, -0.207, -0.416, 1.182, 0.190, 0.114, 0.116, 0.108, 0.166, 0.172, 0.188, 0.142, 0.146, 0.019, 0.184, 0.039, 0.183, -0.004, 0.065, -0.049